[1]
Here is a structure of composition C35H42N3O4PdSTe from OMol25. Energies are from ωB97M-V/def2-TZVPD.

Computed properties:
- net charge = -2
- frontier orbital gap (spin up / spin down) (eV) = 4.004 / 5.881
- total energy (eV) = -71242.541
- multiplicity = 4
- maximum force (eV/A) = 0.3
- HOMO energy (spin up / spin down) (eV) = 0.105 / -1.773

XYZ file:
```
87
Properties=species:S:1:pos:R:3:forces:R:3
Pd 0.4381 -0.2580 1.5320 -0.024 0.269 0.083
C 6.6925 4.6417 1.1185 -0.007 -0.018 -0.010
C 6.2205 3.2195 0.9594 0.010 0.029 0.005
C 5.3623 2.8711 -0.0811 0.001 -0.011 -0.006
C 4.9202 1.5686 -0.2350 0.011 -0.006 0.048
C 5.3330 0.5871 0.6577 0.061 0.045 0.011
C 6.2014 0.9141 1.6885 -0.037 0.007 -0.056
C 6.6356 2.2257 1.8364 -0.005 -0.022 0.002
S 4.6680 -1.0654 0.5093 -0.015 0.071 -0.015
O 4.4101 -1.2404 -0.9004 0.004 -0.015 -0.035
O 5.6729 -1.9348 1.0997 0.056 -0.045 0.014
N 3.2968 -1.0061 1.2655 -0.049 -0.070 0.086
C 3.1613 -1.1109 2.6194 -0.016 0.033 -0.047
C 4.1757 -1.3373 3.5778 0.058 -0.006 -0.064
C 3.8428 -1.4100 4.9104 -0.018 0.001 0.080
C 2.5180 -1.2795 5.3181 0.039 -0.004 -0.055
C 1.5708 -1.0709 4.3327 -0.013 -0.014 0.026
N 1.8859 -0.9763 3.0425 0.142 -0.217 0.072
H 5.8789 5.3450 0.9347 0.003 0.004 0.003
H 7.4955 4.8746 0.4137 -0.004 0.001 0.000
H 7.0720 4.8186 2.1255 0.002 0.001 0.001
H 5.0189 3.6383 -0.7671 -0.004 -0.006 -0.006
H 4.2429 1.2947 -1.0331 -0.003 0.005 -0.005
H 6.5341 0.1378 2.3634 0.010 0.013 0.011
H 7.3021 2.4816 2.6536 0.002 -0.007 0.003
H 5.1895 -1.4907 3.2447 0.000 -0.006 0.020
H 4.6247 -1.5837 5.6435 0.002 -0.002 -0.011
H 2.2277 -1.3516 6.3572 -0.020 0.007 0.001
H 0.5078 -0.9998 4.5445 -0.013 0.005 -0.010
C -1.1082 1.8625 3.4186 0.048 0.019 -0.013
O 0.1235 2.4398 3.0316 -0.045 -0.023 -0.096
C 0.7929 1.7407 2.0331 -0.041 0.010 0.027
C 2.0125 2.4810 1.6082 -0.017 0.001 0.021
H -1.8069 1.8350 2.5731 -0.008 0.011 0.010
H -1.5198 2.4950 4.2085 -0.004 -0.007 0.004
H -0.9884 0.8384 3.7812 0.003 -0.010 0.009
H 1.8065 3.5520 1.4465 0.007 0.000 -0.012
H 2.4004 2.0602 0.6805 0.008 0.001 0.004
H 2.8311 2.4209 2.3493 0.000 0.004 0.005
C -3.4156 -2.1125 2.5432 0.023 -0.013 0.018
C -1.9898 -1.5901 2.7770 -0.077 0.065 -0.091
O -1.5845 -1.5274 3.9639 0.000 -0.003 0.014
N -1.3518 -1.2344 1.6817 0.144 -0.072 0.170
Te -2.0499 0.0424 -0.1323 -0.135 -0.058 -0.227
C -2.7611 1.0187 -2.0823 0.061 -0.030 -0.043
C -2.1508 0.8323 -3.3324 -0.031 0.044 -0.010
C -0.9484 -0.0576 -3.5018 -0.014 -0.040 0.057
C -2.6354 1.4875 -4.4669 -0.035 0.015 -0.003
C -3.7162 2.3524 -4.4062 0.024 -0.009 -0.055
C -4.2369 3.0494 -5.6373 0.014 -0.012 0.011
C -4.2986 2.5689 -3.1657 -0.018 0.000 0.045
C -3.8339 1.9267 -2.0201 -0.021 0.034 0.012
C -4.5112 2.2511 -0.7088 0.007 0.005 -0.013
C -2.3092 -1.8583 -1.0892 0.099 0.085 0.000
C -1.2144 -2.7046 -1.3365 -0.049 0.031 0.023
C 0.1971 -2.3878 -0.9255 -0.074 0.009 0.022
C -1.4347 -3.9183 -1.9882 0.001 -0.013 0.007
C -2.6962 -4.3287 -2.3884 -0.004 0.001 0.004
C -2.9069 -5.6541 -3.0733 0.003 0.009 0.003
C -3.7668 -3.4914 -2.1150 -0.006 -0.004 -0.006
C -3.5949 -2.2682 -1.4715 -0.013 0.006 -0.003
C -4.8208 -1.4364 -1.2016 0.001 -0.036 -0.012
H -3.7270 -2.7337 3.3838 0.000 -0.005 -0.006
H -3.4834 -2.6713 1.6082 -0.017 0.001 -0.006
H -4.0905 -1.2535 2.4735 -0.009 -0.007 0.004
H -0.2276 0.1140 -2.7012 0.003 -0.004 -0.001
H -0.4591 0.1272 -4.4596 0.015 0.009 -0.006
H -1.2275 -1.1122 -3.4592 0.010 -0.009 0.003
H -2.1440 1.3212 -5.4227 0.003 -0.003 -0.005
H -3.6403 2.7900 -6.5132 -0.002 0.004 -0.003
H -4.2092 4.1359 -5.5216 -0.001 0.002 -0.004
H -5.2736 2.7708 -5.8438 -0.002 0.000 -0.003
H -5.1350 3.2603 -3.0858 -0.001 -0.001 0.011
H -5.3518 2.9303 -0.8681 -0.001 0.003 0.006
H -3.8154 2.7254 -0.0135 -0.011 0.000 0.009
H -4.8729 1.3500 -0.2117 -0.008 -0.001 0.001
H 0.2864 -2.4393 0.1624 0.009 -0.063 -0.023
H 0.5020 -1.3813 -1.2131 -0.024 0.002 -0.021
H 0.8957 -3.0991 -1.3658 0.024 0.017 0.010
H -0.5811 -4.5595 -2.1869 0.000 -0.002 0.002
H -1.9561 -6.0876 -3.3855 0.000 -0.003 -0.003
H -3.5386 -5.5467 -3.9580 0.000 -0.005 -0.001
H -3.3959 -6.3694 -2.4067 0.001 -0.003 0.000
H -4.7698 -3.7939 -2.4050 0.002 -0.003 -0.004
H -5.7232 -2.0121 -1.4182 -0.001 0.005 0.006
H -4.8290 -0.5347 -1.8163 -0.001 0.003 0.002
H -4.8456 -1.1191 -0.1576 -0.011 0.004 0.005
```
Positions in Å, forces in eV/Å.

=====

[2]
Here is a cluster of 9 separate species, C36H99N9O9 in total from OMol25. Energies are from ωB97M-V/def2-TZVPD.

Computed properties:
- net charge = -1
- frontier orbital gap (spin up / spin down) (eV) = 1.189 / 8.505
- energy relative to the best compared isomer or geometry (same formula, charge and spin) (kcal per mole) = 89.8
- total energy (eV) = -70764.631
- multiplicity = 2
- maximum force (eV/A) = 4.5
- HOMO energy (spin up / spin down) (eV) = 0.796 / -6.559

XYZ file:
```
153
Properties=species:S:1:pos:R:3:forces:R:3
C -6.8164 4.5600 -15.0875 0.602 -0.454 1.052
C -7.0428 3.1481 -14.5076 -2.080 0.761 1.415
C -7.9613 3.0636 -13.2598 -0.238 0.067 1.082
O -7.3515 3.5830 -12.0632 1.040 -0.043 -0.852
C -8.1483 3.6314 -10.9076 -1.043 -0.757 -0.206
N -7.7406 2.4305 -15.5856 0.514 -0.179 -0.154
H -6.7465 5.3339 -14.3231 0.694 -0.035 -0.026
H -7.6181 4.8938 -15.7463 -0.175 -0.329 -0.010
H -5.9214 4.3745 -15.6813 0.246 1.028 -0.088
H -6.1408 2.6256 -14.1891 0.271 0.198 -0.446
H -8.2611 2.0291 -13.0919 0.450 -0.413 -0.036
H -8.9459 3.5171 -13.3736 -0.107 0.709 -0.507
H -8.9306 4.3810 -11.0264 0.014 0.370 0.245
H -7.6011 3.7332 -9.9705 0.558 0.585 -0.483
H -8.6760 2.6944 -10.7295 -0.179 -0.449 -0.308
H -7.1575 2.7304 -16.3538 0.410 -0.900 -0.853
H -8.4941 3.0665 -15.8045 -0.970 -0.239 0.239
C -5.6078 0.0655 -10.6530 1.753 -0.073 0.270
C -4.6085 -0.9644 -11.2733 -1.816 1.381 0.586
C -5.1121 -1.1825 -12.6889 1.673 -0.646 -0.907
O -4.5614 -2.4062 -13.2456 -1.440 0.259 -0.209
C -5.4840 -3.5091 -13.3464 1.933 0.244 0.096
N -3.2557 -0.4176 -11.0554 -0.106 -0.320 -0.904
H -6.6396 -0.2718 -10.5538 0.343 -0.012 0.139
H -5.5459 1.0382 -11.1409 -0.229 -0.091 -0.613
H -5.1031 0.3118 -9.7188 -0.837 -0.125 0.560
H -4.6806 -1.8722 -10.6743 -0.448 -0.453 -0.345
H -4.7712 -0.4342 -13.4044 0.334 0.531 0.380
H -6.1947 -1.0766 -12.7592 -0.197 -0.722 0.284
H -6.0654 -3.5692 -12.4264 -0.199 -0.356 -0.178
H -4.7622 -4.3149 -13.4795 -0.394 -0.606 0.549
H -6.0658 -3.5776 -14.2656 -0.464 0.786 0.042
H -2.6138 -0.9285 -11.6446 0.232 -0.041 -0.361
H -2.9827 -0.7130 -10.1289 0.027 0.209 0.342
C -9.7263 -0.2336 -11.9849 -1.216 -1.013 -0.088
C -10.5355 -0.7153 -13.2517 0.558 -3.534 2.038
C -11.8889 -1.4619 -12.9620 0.849 1.007 1.435
O -11.6165 -2.3822 -11.9087 -1.106 -0.918 -0.891
C -12.7527 -3.1976 -11.6013 0.216 0.059 0.742
N -10.6096 0.2790 -14.1753 -0.547 4.013 -2.025
H -9.5813 -1.0783 -11.3115 -0.267 -0.077 0.094
H -10.3206 0.5218 -11.4708 0.091 0.138 0.075
H -8.7130 0.1399 -12.1326 -0.177 0.183 -0.723
H -9.9347 -1.4384 -13.8034 0.320 -1.374 1.020
H -12.3480 -1.9320 -13.8317 0.513 -0.346 -0.389
H -12.6817 -0.8166 -12.5835 0.011 0.749 -0.014
H -13.5107 -2.6847 -11.0093 0.266 0.508 0.557
H -12.3668 -4.0424 -11.0306 -0.156 0.022 -0.018
H -13.3997 -3.5740 -12.3936 0.756 -0.071 -0.952
H -9.6447 0.3816 -14.4557 -0.083 0.847 -0.727
H -11.1708 0.0819 -14.9916 0.037 -0.191 -0.059
C -8.1995 4.9464 -2.6399 0.427 -0.562 0.253
C -8.1912 5.9844 -1.5334 0.208 2.198 -2.145
C -6.7437 6.7054 -1.4571 -1.640 0.243 0.686
O -6.8614 7.8245 -0.5682 0.745 -0.287 1.330
C -5.6014 8.5108 -0.3816 -0.738 -0.171 -1.781
N -9.3064 6.9147 -1.9566 0.266 0.324 1.016
H -7.9447 5.3281 -3.6286 0.483 0.329 0.149
H -9.1896 4.5270 -2.8188 -0.046 -0.153 0.562
H -7.4873 4.1762 -2.3439 -0.008 -0.357 -0.407
H -8.4850 5.5334 -0.5855 0.242 0.219 0.033
H -6.4109 7.1289 -2.4047 -0.280 -0.384 -0.567
H -5.9642 6.0250 -1.1141 -0.027 -0.295 0.161
H -5.4468 8.9486 -1.3678 0.470 0.663 -0.061
H -4.7124 7.8939 -0.2500 -0.271 -0.565 0.495
H -5.6348 9.3013 0.3681 -0.457 -0.302 0.067
H -9.1446 7.4194 -2.8164 0.572 -0.721 -0.732
H -9.3856 7.7284 -1.3636 0.054 -0.150 0.959
C -11.0759 2.5909 -4.2403 0.709 -1.859 0.506
C -11.2108 2.5311 -5.7446 -1.513 1.477 -1.122
C -11.0871 1.1475 -6.4791 -0.130 0.463 0.963
O -11.0765 1.2810 -7.8915 -0.025 0.382 -0.696
C -12.2698 1.0357 -8.6747 0.624 -0.109 0.929
N -12.5520 3.0810 -6.1378 0.666 -0.679 0.220
H -10.0118 2.5194 -4.0150 0.209 -0.880 0.133
H -11.6495 1.7278 -3.9026 0.298 -0.179 0.694
H -11.3054 3.3971 -3.5436 -0.884 0.755 -1.134
H -10.3946 3.1486 -6.1194 0.081 0.076 -0.618
H -11.8742 0.4393 -6.2201 -0.256 0.116 0.452
H -10.1399 0.7222 -6.1475 0.150 -0.212 -0.281
H -13.1851 1.2395 -8.1190 -0.039 0.132 0.082
H -12.3252 -0.0101 -8.9769 0.175 -0.144 -0.103
H -12.2260 1.6710 -9.5593 0.079 -0.012 0.099
H -12.5544 4.0908 -6.1154 0.028 0.089 -0.050
H -12.7371 2.7703 -7.0808 -0.086 0.503 -0.093
C -7.7438 0.7017 3.8667 -0.253 0.765 -2.019
C -6.6769 1.8234 3.6674 -0.519 -1.326 0.288
C -6.4158 2.2649 2.2144 -0.914 0.086 -1.341
O -6.2162 1.2091 1.2721 -0.628 -1.459 2.299
C -5.8052 1.5791 0.0086 0.285 0.244 -0.136
N -7.0713 2.9036 4.5619 0.924 0.767 0.008
H -7.4761 -0.1388 3.2265 0.246 -0.510 0.703
H -8.6710 0.9941 3.3739 -0.244 0.528 -0.141
H -8.0812 0.5124 4.8858 0.901 -0.220 0.061
H -5.7378 1.3827 4.0020 0.139 0.242 0.450
H -5.6061 2.9801 2.0693 0.524 0.057 0.703
H -7.2801 2.8396 1.8815 -0.548 0.141 -0.057
H -5.6084 0.7079 -0.6162 -0.129 -0.287 0.289
H -4.8480 2.0846 0.1367 -0.008 0.700 -0.656
H -6.6105 2.1348 -0.4718 0.323 0.619 -0.314
H -6.3667 3.6263 4.5260 0.470 0.131 0.271
H -7.8818 3.4274 4.2638 -0.548 -0.480 -0.390
C -10.2195 -6.5602 -6.4063 1.912 -0.064 1.298
C -11.1525 -5.8291 -7.3068 -2.241 -1.170 -0.030
C -10.5101 -4.8689 -8.2653 1.569 0.645 -0.237
O -9.8022 -3.7783 -7.6544 -0.594 0.435 -0.046
C -10.7197 -2.7314 -7.2638 -0.259 -1.579 -0.127
N -12.0044 -6.7280 -8.1278 0.233 0.221 -1.139
H -9.6207 -5.8603 -5.8235 -0.177 0.389 0.219
H -9.4116 -7.1417 -6.8502 -0.207 -0.045 -0.982
H -10.6082 -7.2663 -5.6726 -0.820 0.229 -0.131
H -11.8807 -5.2578 -6.7310 0.097 -0.009 0.420
H -11.2156 -4.4810 -9.0000 -0.235 -0.115 0.053
H -9.7228 -5.4122 -8.7879 0.015 -0.072 -0.330
H -11.5402 -3.2769 -6.7977 -0.180 0.590 0.769
H -11.2127 -2.2568 -8.1122 0.488 0.330 -0.410
H -10.2297 -2.0176 -6.6016 -0.064 -0.224 -0.114
H -11.4540 -7.2153 -8.8204 0.256 0.077 -0.158
H -12.5985 -7.4481 -7.7423 0.196 0.410 0.927
C -5.1791 2.8513 -8.2203 -1.056 -0.181 -1.763
C -4.0281 2.6602 -7.3120 -1.897 1.082 1.610
C -3.2426 1.4427 -7.4878 1.135 -1.482 -0.135
O -2.3383 1.4538 -6.4201 2.195 0.674 0.746
C -1.2528 0.5043 -6.4419 -1.926 0.134 -0.121
N -3.2469 3.8596 -7.2583 0.995 1.257 -0.399
H -5.6942 1.9035 -8.3762 -0.127 0.008 -0.202
H -4.9064 3.2812 -9.1841 0.310 -0.275 -0.231
H -5.9434 3.5413 -7.8626 0.147 0.098 0.549
H -4.5504 2.5897 -6.3579 0.257 -0.608 0.671
H -2.7786 1.4137 -8.4737 0.563 0.217 -0.256
H -3.7491 0.4818 -7.3971 -1.055 0.102 -0.232
H -1.6463 -0.2969 -5.8164 0.501 -0.677 -0.279
H -0.3238 0.8534 -5.9911 -0.234 0.544 -0.109
H -1.1096 0.2217 -7.4849 0.373 -0.402 0.088
H -2.3092 3.7594 -6.8968 -0.004 -0.556 0.076
H -3.6876 4.5028 -6.6163 -0.158 0.241 -0.079
C -6.6266 -1.3748 -7.2868 2.552 -1.302 -0.388
C -7.5910 -0.2959 -7.1445 -2.287 1.107 1.681
C -7.2775 0.8442 -6.0609 1.119 -2.033 -0.126
O -7.1132 0.2986 -4.6900 -0.481 2.391 -1.711
C -6.6193 1.4039 -3.8518 -0.385 -2.346 0.275
N -7.8472 0.3360 -8.4058 0.252 1.174 -0.931
H -6.9931 -2.2483 -7.8259 -0.655 -0.071 0.210
H -6.1897 -1.7262 -6.3520 -0.195 0.069 0.120
H -5.7999 -1.0954 -7.9401 0.378 0.484 0.153
H -8.5246 -0.8322 -6.9742 -0.333 0.187 1.433
H -7.8804 1.7506 -6.1146 -1.043 -0.372 0.225
H -6.3360 1.2718 -6.4056 0.571 -0.280 0.229
H -6.4936 0.8972 -2.8949 0.636 0.064 0.062
H -7.3458 2.1698 -3.5806 -0.150 0.317 -0.940
H -5.6735 1.7402 -4.2766 -0.093 0.431 0.260
H -8.1920 -0.3693 -9.0413 0.019 -0.151 -0.250
H -8.6302 0.9619 -8.2822 -0.264 0.272 -0.105
```
Positions in Å, forces in eV/Å.

=====

[3]
Here is a cluster of 2 separate species, C6H14N2O2 in total from OMol25. Energies are from ωB97M-V/def2-TZVPD.

Computed properties:
- net charge = 0
- frontier orbital gap (eV) = 9.571
- energy relative to the best compared isomer or geometry (same formula, charge and spin) (kcal per mole) = 17.8
- total energy (eV) = -13524.851
- maximum force (eV/A) = 1.4
- HOMO energy (eV) = -9.042
- structure (SMILES) = CNC(C)=O.CNC(C)=O

XYZ file:
```
24
Properties=species:S:1:pos:R:3:forces:R:3
C -1.4116 1.6022 1.3611 0.327 -0.902 0.337
N -1.3244 0.5090 2.3361 -0.195 1.231 -0.393
C -0.6754 -0.6153 1.9751 0.169 -0.751 0.534
C -0.4429 -1.6407 3.0632 -1.307 0.126 0.295
O -0.3289 -0.8505 0.8267 -0.186 0.583 0.189
H -0.3885 1.8695 1.0945 -0.140 0.397 -0.257
H -1.9303 1.2070 0.4996 -0.109 0.234 -0.370
H -1.9568 2.4294 1.7987 0.014 0.114 -0.032
H -1.4214 0.8167 3.2877 0.128 -0.644 0.204
H 0.5677 -1.6098 3.4441 0.274 -0.249 -0.164
H -1.1420 -1.5321 3.9012 0.243 0.416 0.013
H -0.7541 -2.5881 2.6389 0.668 -0.348 -0.156
C 0.8244 1.8780 -2.5997 -0.587 -0.859 -0.524
N 0.8378 0.5958 -1.9171 -0.578 1.009 -0.224
C 1.2728 -0.5350 -2.5312 0.111 -0.157 1.400
C 1.0056 -1.7486 -1.6629 -0.138 -0.937 -0.914
O 1.8969 -0.5274 -3.5716 -0.117 -0.060 -0.342
H 0.6940 2.6503 -1.8422 0.649 0.255 -0.339
H 1.6746 1.8701 -3.2720 0.508 0.730 0.399
H -0.0213 1.9509 -3.2965 -0.189 -0.023 0.196
H 0.2205 0.5581 -1.1218 0.146 -0.688 0.079
H 1.8234 -1.9620 -0.9771 -0.044 0.343 0.154
H 0.0576 -1.6988 -1.1455 0.143 0.306 0.313
H 0.9223 -2.6290 -2.2894 0.210 -0.124 -0.399
```
Positions in Å, forces in eV/Å.

=====

[4]
Here is an isolated molecule of C3H3N5O from OMol25. Energies are from ωB97M-V/def2-TZVPD.

Computed properties:
- net charge = 0
- frontier orbital gap (eV) = 8.447
- energy relative to the best compared isomer or geometry (same formula, charge and spin) (kcal per mole) = 72.4
- total energy (eV) = -12652.893
- maximum force (eV/A) = 4.5
- HOMO energy (eV) = -9.754
- structure (SMILES) = Nc1nnncnc1=O

XYZ file:
```
12
Properties=species:S:1:pos:R:3:forces:R:3
N 1.9292 -0.8591 0.5241 1.147 1.055 -3.449
C 0.7099 -0.4934 -0.0245 -2.087 -1.834 -1.122
N -0.1923 -1.3795 -0.4770 0.863 1.047 2.107
N -1.5503 -1.2039 -0.6458 -0.814 -0.257 -0.460
N -2.3643 -0.3508 -0.1481 2.043 0.674 -0.195
C -1.8638 0.9048 0.3320 -2.068 -1.091 3.836
N -0.8157 1.5062 0.0562 2.907 -0.595 -0.957
C 0.4085 0.8933 -0.4119 -1.861 2.125 2.180
O 1.2672 1.6278 -0.7397 2.373 0.918 -1.718
H 2.1231 -1.8285 0.1980 -0.230 0.628 0.818
H 2.7114 -0.2284 0.0350 -2.145 -1.375 1.735
H -2.3630 1.4115 1.3017 -0.128 -1.296 -2.775
```
Positions in Å, forces in eV/Å.